1.
Molecular formula: C37H36Cl2N5O5V
Method: DFT, ωB97M-V/def2-TZVPD

```
86
Properties=species:S:1:pos:R:3:forces:R:3:lowdin_spin:R:1
C -1.41572 -2.01636 -5.64573 -0.001 -0.017 0.006 0.000
C 4.99348 2.81464 -1.77075 -0.066 -0.009 0.086 -0.001
H 4.64611 -0.57567 -2.38559 0.015 0.000 -0.007 0.000
O 0.50565 0.69590 0.89850 -0.182 -0.044 0.170 -0.014
C 2.57225 -2.13562 0.86956 -0.113 0.064 0.067 0.007
C -4.15019 0.58613 2.23953 -0.052 0.057 0.014 0.000
C 5.70001 -2.04174 2.62054 0.003 0.010 0.010 0.000
H 7.41554 -0.98879 3.31518 0.007 0.011 0.000 0.000
C -1.21797 1.09556 4.68326 0.087 0.025 -0.079 0.000
C 1.42387 2.06190 4.16975 -0.015 0.013 -0.055 0.000
C -3.44786 -0.61701 2.24704 -0.007 -0.016 -0.012 0.000
H 2.85431 2.51814 -3.45320 0.016 0.004 -0.021 0.000
C -4.63521 -1.37084 4.24909 -0.035 -0.014 0.010 0.000
H -0.71477 -0.19968 -4.73872 -0.001 0.000 0.001 0.000
C 4.27107 1.53377 -2.15071 0.157 0.100 -0.235 -0.005
O 3.26661 1.28611 -1.13679 -0.342 -0.394 0.032 -0.054
H 5.96383 0.47516 -2.93073 0.015 -0.001 -0.008 0.000
C 6.48929 -0.91976 2.76203 -0.042 0.050 -0.028 0.000
C -0.16267 -3.32102 -3.53740 0.021 -0.035 0.016 0.003
C 6.10491 0.31371 2.21092 0.048 -0.050 0.031 0.000
N 3.50654 -2.77412 1.58504 0.098 0.030 0.048 0.003
O -0.74260 1.85855 6.95953 0.003 0.005 0.042 0.001
C -0.65271 1.01063 3.41059 -0.059 -0.074 0.076 0.001
H 2.41793 2.43010 3.96150 0.010 0.001 0.003 0.000
H 5.50300 2.70179 -0.81304 0.007 0.006 -0.016 0.000
H -1.50404 3.51066 -0.75891 0.042 0.006 0.007 0.000
C -1.14656 2.76527 -1.45875 -0.251 0.068 -0.065 0.000
C -1.45855 -3.40154 -5.55732 0.009 0.014 0.006 0.000
V 1.93119 0.58020 -0.36757 0.889 1.119 0.251 1.007
H 4.28756 3.64225 -1.69688 0.012 0.007 -0.009 0.000
H -1.97928 -3.97488 -6.31240 -0.004 -0.002 -0.002 0.000
H 1.36015 -3.85101 0.71291 0.023 -0.011 -0.006 0.000
C 0.85552 2.13108 5.40657 0.031 0.012 -0.004 0.000
C -0.75078 -1.27942 -4.68109 -0.026 0.034 -0.017 0.003
H -2.72231 -3.46217 3.47936 0.023 0.000 -0.003 0.000
C -0.11789 -1.92799 -3.61924 0.013 0.047 0.071 0.009
C -0.99693 -3.04721 1.28391 0.109 0.060 0.011 0.000
C 0.40067 2.46996 7.56888 0.026 0.024 0.028 0.000
C -5.08169 0.79458 3.23779 0.014 -0.030 0.008 0.000
H 1.13467 -2.67164 -0.59326 -0.001 -0.091 0.020 0.000
C 1.14632 -0.48632 -1.78935 -0.143 -0.364 -0.015 -0.020
H -3.96742 1.32863 1.47342 0.022 -0.022 -0.002 0.000
C 4.52111 -1.88090 1.90388 -0.033 -0.095 -0.021 0.000
H -1.21920 0.56304 2.60449 0.085 0.070 0.005 0.000
H -1.39975 3.02690 -2.47866 0.052 0.030 -0.006 0.000
C -2.10537 -2.23341 1.86391 -0.097 -0.039 0.004 0.000
H -4.82239 -2.11396 5.01285 -0.004 0.000 0.006 0.000
H 5.73568 3.05710 -2.53053 0.013 0.000 -0.008 0.000
H -1.90357 -1.51057 -6.46787 0.000 0.003 -0.002 0.000
H 5.98097 -2.99324 3.05086 0.004 -0.003 -0.003 0.000
Cl 0.65218 2.82316 -1.37004 -0.033 -0.186 0.018 -0.002
C -5.31981 -0.17060 4.23022 0.013 0.022 -0.030 0.000
H -0.81412 -3.93596 1.89416 -0.062 -0.027 -0.037 0.000
H 0.11812 3.44233 7.97255 -0.012 0.009 -0.034 0.000
C 5.20536 0.33419 -2.16127 -0.089 -0.037 0.069 -0.001
N -2.44083 -1.06469 1.40088 -0.074 -0.050 -0.026 0.000
H 6.74219 1.17511 2.35791 0.006 -0.001 0.005 0.000
O 1.39017 2.63863 6.55364 -0.026 -0.001 0.051 0.000
C -0.43199 1.66197 5.65806 -0.028 -0.021 -0.006 0.001
H 3.44014 -3.73254 1.88373 -0.023 -0.001 -0.004 0.000
H -1.29096 -3.37865 0.27704 0.025 0.009 0.009 0.000
H -0.04672 -1.28315 0.96708 0.048 -0.069 0.015 0.000
C 0.63282 1.47858 3.15990 -0.232 0.029 0.034 0.000
H -5.64417 1.71837 3.25747 -0.004 -0.001 0.010 0.000
C 4.13764 -0.67084 1.33709 -0.073 -0.026 -0.059 0.001
Cl -1.87827 1.22227 -1.06900 0.186 0.052 0.035 0.000
C 1.16160 1.36814 1.81283 0.259 0.114 -0.118 0.003
N 0.20471 -2.21590 1.28602 0.028 -0.241 -0.018 0.001
C -0.83230 -4.05243 -4.50242 -0.011 0.003 -0.017 0.000
C 0.56730 -1.16365 -2.62103 0.027 0.054 -0.138 0.055
N -2.82970 -2.60995 2.95852 0.003 0.093 0.024 0.000
H -6.05869 0.02986 4.99421 0.000 -0.001 0.007 0.000
H 5.70340 0.21893 -1.19856 0.008 0.002 0.003 0.000
H 0.33361 -3.82370 -2.71702 0.001 -0.001 -0.004 0.000
C 3.53884 1.66973 -3.47799 -0.080 -0.004 0.105 -0.002
N 2.91155 -0.86822 0.67194 0.046 -0.091 -0.059 -0.001
H 0.78527 1.81622 8.35248 0.000 -0.027 -0.023 0.000
C -3.70109 -1.57086 3.23938 0.051 -0.045 -0.008 0.000
C 4.93347 0.46051 1.49760 -0.054 0.075 -0.069 0.000
H -2.21805 0.73884 4.88496 -0.045 -0.001 0.015 0.000
C 1.28290 -2.78564 0.48588 -0.115 0.123 -0.019 0.000
H 2.96775 0.76473 -3.68790 0.013 0.009 -0.018 0.000
O 2.25701 1.85014 1.44057 -0.169 -0.298 -0.117 0.004
H 4.62589 1.41696 1.10122 0.027 -0.021 0.005 0.000
H -0.86487 -5.13156 -4.43599 0.004 -0.002 0.003 0.000
H 4.26285 1.82891 -4.27644 0.007 -0.002 -0.009 0.000
```
Forces are in eV/Å.

Energy above the lowest of the compared OMol25 structures with the same formula, charge and spin ... 21.5 kcal/mol
Net charge ... +1
Expectation value of S² ... 0.76
Spin multiplicity ... 2



2.
Molecular formula: C2H8OS2
Method: DFT, ωB97M-V/def2-TZVPD

```
13
Properties=species:S:1:pos:R:3:forces:R:3:mulliken_charge:R:1
H 2.84194 -1.15027 3.31004 0.602 -0.882 0.074 0.316
H -1.85075 0.04593 -0.05524 -0.499 -0.129 -0.836 0.248
O 3.37969 -1.97387 3.33769 -0.171 0.831 0.898 -0.646
C -1.28943 -0.22983 -0.96865 0.692 0.104 1.561 -0.398
H 0.21783 1.36195 -1.04281 -0.122 -0.448 0.208 0.291
S -2.14419 2.37968 -2.09475 0.088 0.713 0.259 -0.224
H 0.55020 0.14614 0.23024 -0.359 -0.056 -0.315 0.251
H 0.69240 -0.30452 -1.49778 0.429 0.566 0.356 0.274
S -1.93010 0.41895 -2.51658 -0.810 -0.836 -0.102 -0.047
H 3.76257 -1.98980 4.24401 -0.432 0.053 -0.973 0.329
C 0.11806 0.29705 -0.77330 1.109 -0.327 -0.607 -0.865
H -1.21851 -1.33413 -0.99957 -0.460 0.523 -0.296 0.317
H -3.12970 2.33271 -1.17330 -0.067 -0.112 -0.228 0.152
```
Forces are in eV/Å.

Energy above the lowest of the compared OMol25 structures with the same formula, charge and spin ... 11.3 kcal/mol
SMILES ... CCSS.O
Spin multiplicity ... 1



3.
Molecular formula: C10H31CoInO6
Method: DFT, ωB97M-V/def2-TZVPD

```
49
Properties=species:S:1:pos:R:3:forces:R:3:lowdin_spin:R:1
H 34.67106 -11.84943 36.55220 -0.402 -0.140 0.244 0.000
C 29.08875 -14.17603 37.91218 -3.283 0.706 1.582 0.007
H 33.27529 -15.60657 36.38342 1.195 -0.047 0.606 -0.001
H 28.30053 -12.47293 38.93481 0.222 0.138 0.293 0.000
H 35.81714 -14.46859 35.05479 -0.021 -0.618 -0.825 0.000
C 34.74835 -14.45586 35.26838 3.782 -0.597 4.179 0.005
H 34.02744 -17.24298 33.85010 0.169 -0.767 -0.129 0.039
H 32.19466 -17.78327 32.29397 0.124 -0.185 -0.237 0.002
O 31.54051 -14.82598 35.82495 3.649 -4.282 -3.256 0.072
H 33.51693 -17.12441 31.25774 0.215 -0.573 0.166 0.005
C 32.83365 -16.92568 32.08342 -0.770 -0.102 -1.042 0.022
H 33.10791 -13.59869 35.20074 0.332 0.272 -1.035 0.004
C 33.57045 -16.44324 33.26729 0.541 -1.115 -0.633 0.063
H 30.09598 -12.54660 38.76856 0.121 0.570 0.563 0.002
C 34.33704 -15.67096 36.14543 -0.340 0.346 -0.517 0.006
H 32.68331 -16.84346 37.61069 -0.257 -0.426 0.552 0.001
C 31.84491 -17.15357 36.98698 -0.563 -1.713 2.978 0.043
O 32.37119 -17.29077 35.67762 -1.307 -1.727 0.512 0.298
H 29.00618 -12.07271 37.40753 -0.002 0.150 -0.317 0.001
H 34.94815 -12.28056 34.85777 0.608 1.394 -0.011 0.000
H 29.06758 -14.88574 38.73920 0.129 0.302 0.369 0.005
C 34.39491 -11.61806 35.52345 -0.207 0.589 0.068 0.008
H 34.44374 -15.85736 32.98056 -0.292 0.399 0.290 0.012
C 29.13680 -12.71455 38.27879 0.521 -0.792 -0.274 0.004
H 33.10608 -15.00992 34.43839 0.240 0.120 -1.542 0.006
In 30.52096 -16.42032 34.59095 -3.548 -1.579 -2.417 0.012
H 34.42867 -16.61889 35.61522 0.875 0.454 0.141 0.001
O 33.91830 -14.15266 34.17630 3.461 2.924 -0.849 0.007
H 34.75908 -15.78846 37.14353 0.925 0.699 -0.289 0.000
H 33.22985 -17.69456 35.82344 0.550 -0.711 -0.430 0.003
H 32.84161 -11.65574 34.05252 -0.271 -0.004 -0.030 0.002
H 30.80442 -18.66131 38.45014 -0.223 0.939 0.065 0.011
H 28.17726 -14.35837 37.34293 -0.010 -0.156 -0.259 0.004
C 31.16967 -18.54001 37.43035 0.990 -0.437 -1.283 0.056
C 32.93388 -11.75797 35.13379 0.760 3.515 -0.214 0.006
H 32.23111 -16.12576 31.65309 -0.245 0.189 0.173 0.000
H 34.66436 -10.56348 35.46544 0.181 -0.013 -0.651 0.001
H 31.86367 -19.37646 37.34788 0.676 0.253 0.019 0.000
O 30.19762 -14.52131 37.11848 -5.496 -0.596 4.308 0.073
H 31.13157 -16.33346 37.06862 0.491 -1.124 -0.103 0.006
H 34.77134 -13.56495 35.89595 -0.300 -0.753 0.480 0.002
H 34.49506 -13.70073 33.55606 -0.166 0.511 -1.155 0.000
H 32.27810 -11.02185 35.59873 0.120 0.301 -0.020 0.000
H 30.45101 -18.84852 36.67110 -0.587 0.419 0.218 0.000
O 32.67613 -15.82863 34.18064 -1.031 -4.181 -2.997 0.433
O 32.41108 -13.01028 35.50042 6.008 5.795 -4.383 0.094
Co 31.32680 -13.43366 36.52236 -6.072 2.561 6.668 1.685
H 29.97975 -15.39164 36.77694 0.007 -0.220 -0.377 0.000
H 32.49653 -14.87627 35.62999 -1.497 -0.685 0.801 0.002
```
Forces are in eV/Å.

Net charge ... +4
Expectation value of S² ... 3.77
Spin multiplicity ... 4



4.
Molecular formula: C8H9NO2Se
Method: DFT, ωB97M-V/def2-TZVPD

```
21
Properties=species:S:1:pos:R:3:forces:R:3:lowdin_spin:R:1
H -3.10400 -0.71452 3.24706 0.327 1.205 -1.100 0.003
H 1.80621 -0.91780 -0.58221 -1.067 0.933 -1.926 0.005
O -0.56370 -1.38180 -1.15839 -0.232 0.392 -0.508 0.141
H 0.80143 -0.62450 1.84818 0.823 0.461 -0.673 0.003
C 2.41676 0.15603 -2.44425 2.824 -0.139 -1.584 0.017
H -2.19571 1.74368 -0.21672 -0.719 2.060 -2.495 0.004
C -0.15693 -0.17548 1.68858 -0.382 0.523 -0.899 0.053
C -1.88372 1.13586 0.52148 1.123 -2.084 3.752 0.054
H 3.34753 0.61639 -1.85207 -2.142 -0.610 -1.392 0.005
O -0.22107 -0.24829 -3.04732 -0.798 0.294 -0.236 0.158
H 1.88865 0.86180 -3.15547 1.190 -0.641 0.590 0.005
H -0.59098 -1.35706 3.23494 -1.233 -0.128 0.394 -0.001
N 0.11815 -0.68403 -1.93906 2.482 -0.959 0.625 0.137
C -0.56106 0.72860 0.69345 1.163 0.236 -0.766 0.068
C 1.41726 -0.29303 -1.49333 -0.525 -3.320 2.227 0.244
H -3.75023 1.06226 1.38313 -3.858 1.143 -0.158 -0.002
C -1.08100 -0.66695 2.54958 -1.424 0.717 0.297 -0.004
C -2.81997 0.72919 1.48711 4.478 -2.651 0.871 -0.004
Se 0.86706 1.49909 -0.39282 -1.274 1.565 1.367 1.055
C -2.43524 -0.19822 2.49721 0.598 -1.030 0.395 0.052
H 2.91135 -0.75713 -3.05418 -1.355 2.031 1.218 0.005
```
Forces are in eV/Å.

Energy above the lowest of the compared OMol25 structures with the same formula, charge and spin ... 6.0 kcal/mol
Expectation value of S² ... 2.02
Spin multiplicity ... 3



5.
Molecular formula: C7H9F3Se
Method: DFT, ωB97M-V/def2-TZVPD

```
20
Properties=species:S:1:pos:R:3:forces:R:3:mulliken_charge:R:1
H -1.58627 1.56871 -2.12138 0.124 0.826 0.720 0.365
C 1.45151 -1.11059 0.67433 -0.761 -2.532 -0.023 -1.353
F 1.64759 1.79592 0.74484 -0.830 0.797 -0.302 -0.242
H -1.75684 -2.47217 0.42132 -1.847 0.765 -1.355 0.435
H 1.95842 -1.21837 -0.29180 0.114 0.092 0.244 0.350
H -1.44331 -0.40742 -0.89348 -0.434 1.156 0.022 0.234
F 1.62669 2.83884 -1.19421 0.345 -0.441 0.506 -0.274
C -0.02292 -1.08057 0.33777 1.714 -1.815 2.636 0.783
H -0.15302 2.04750 -2.71877 1.633 1.206 -2.487 0.428
C 1.43625 1.64063 -0.59090 1.536 0.398 1.224 0.854
C -0.52718 -0.03718 -0.43410 0.298 2.394 -2.340 -0.773
H -0.76150 3.01145 -1.30676 -0.174 0.838 -0.249 0.348
F 2.45333 0.84251 -0.92815 0.159 0.027 -1.221 -0.245
H 1.62971 -2.05417 1.25105 0.032 1.017 -0.307 0.400
C -0.64590 2.08695 -1.82509 -2.205 -2.995 1.017 -1.439
Se -1.09800 -2.29022 2.72863 0.623 1.250 -0.244 -0.260
C 0.09497 1.13294 -0.95834 -2.413 -2.834 2.000 0.923
H -0.31609 -3.30355 0.55495 0.150 2.068 0.156 0.322
C -0.79002 -2.26162 0.73134 1.749 -2.600 -0.335 -1.163
H 1.81855 -0.26026 1.19870 0.188 0.381 0.339 0.307
```
Forces are in eV/Å.

Energy above the lowest of the compared OMol25 structures with the same formula, charge and spin ... 44.2 kcal/mol
Spin multiplicity ... 1



6.
Molecular formula: CH2N2O3S2
Method: DFT, ωB97M-V/def2-TZVPD

```
10
Properties=species:S:1:pos:R:3:forces:R:3:lowdin_spin:R:1
O 0.28777 2.43547 -0.40861 -0.876 -5.898 -1.633 0.003
C 1.04731 -1.12896 0.50255 -0.230 -0.931 -1.652 0.166
O 0.29791 -1.06178 1.46770 0.126 -0.142 1.751 0.064
H -1.58566 1.31603 0.63549 0.218 0.364 0.559 0.000
S -0.16208 0.66178 -0.89057 -2.279 5.653 1.972 0.037
O -0.80821 0.59868 -2.18946 1.305 0.029 -0.021 0.001
H -0.74184 -0.28872 0.84731 -2.495 1.703 0.424 0.002
N 0.87882 -0.51159 -0.66945 0.681 0.906 -0.708 0.041
N -1.45386 0.39658 0.25437 3.195 -1.841 -0.945 0.012
S 2.23983 -2.41749 0.45068 0.356 0.157 0.254 1.674
```
Forces are in eV/Å.

Energy above the lowest of the compared OMol25 structures with the same formula, charge and spin ... 53.1 kcal/mol
Net charge ... -2
Expectation value of S² ... 2.00
Spin multiplicity ... 3



Number 1: DFT total energy -3945.7841 Eh, molecular weight 752.575 g mol⁻¹. Number 2: DFT total energy -952.5955 Eh, molecular weight 112.219 g mol⁻¹. Number 3: DFT total energy -2421.5986 Eh, molecular weight 421.103 g mol⁻¹. Number 4: DFT total energy -2916.6386 Eh, molecular weight 230.125 g mol⁻¹. Number 5: DFT total energy -2973.0184 Eh, molecular weight 229.103 g mol⁻¹. Number 6: DFT total energy -1170.7392 Eh, molecular weight 154.172 g mol⁻¹.